[1]
95
Properties=species:S:1:pos:R:3:forces:R:3 method="wB97M-V/def2-TZVPD" e_lumo_ha=-0.135 total_charge=+2 de_lowest_kcal_mol=54.8 homo_lumo_gap_ha=0.35414
C -0.423 -1.837 -4.002 1.2 -0.5 -1.9
C 0.468 -0.752 -3.437 1.3 0.2 -1.5
N 1.952 -0.778 -3.934 -1.4 1.5 0.4
C 1.961 -0.680 -5.435 0.8 -1.5 0.2
C 2.579 0.442 -3.282 -1.0 0.5 0.1
C 4.069 0.526 -3.417 -0.8 0.6 1.1
C 2.602 -1.952 -3.441 0.7 -3.1 -1.6
C 2.606 -2.326 -1.998 -2.8 1.1 1.5
O 1.542 -3.305 -1.748 1.2 1.2 -0.3
C 1.415 -3.723 -0.401 0.2 -0.3 0.3
H -1.377 -1.583 -3.638 -1.5 0.2 0.2
H -0.195 -2.854 -3.648 0.2 0.5 0.1
H -0.450 -1.892 -5.145 -0.1 0.3 1.6
H 0.542 -0.836 -2.383 0.0 0.1 0.9
H 0.233 0.290 -3.695 -0.7 -0.5 0.2
H 1.324 0.136 -5.707 -0.5 0.2 -0.3
H 1.677 -1.678 -5.844 -0.2 1.0 0.3
H 2.959 -0.498 -5.840 0.0 0.1 0.5
H 2.259 0.406 -2.225 0.2 0.1 -0.4
H 2.053 1.309 -3.724 0.4 -0.3 0.1
H 4.536 -0.171 -2.767 0.6 -1.1 0.3
H 4.361 1.453 -2.936 0.1 0.5 -0.5
H 4.401 0.439 -4.419 0.6 0.1 -0.9
H 3.629 -1.964 -3.777 0.3 0.4 -0.2
H 2.176 -2.811 -4.002 0.0 0.3 0.4
H 2.368 -1.433 -1.332 0.7 -1.0 -0.6
H 3.577 -2.719 -1.833 0.8 -0.7 0.8
H 2.347 -4.135 0.018 0.0 -0.1 -0.4
H 0.685 -4.522 -0.498 -0.1 0.0 0.6
H 1.100 -2.965 0.348 -0.2 0.0 -0.8
C 4.580 -0.384 2.589 0.0 -0.3 0.6
C 3.220 -0.986 2.948 0.0 1.9 0.7
N 2.397 -0.056 3.882 0.9 -1.0 0.5
C 3.193 0.343 5.035 0.7 1.0 1.5
C 2.074 1.190 3.131 -0.7 -0.1 0.1
C 1.297 2.218 3.905 -0.8 0.3 -3.0
C 1.163 -0.683 4.444 -0.8 -0.1 -1.3
C 1.167 -2.020 5.113 0.5 -0.5 0.6
O 1.577 -3.015 4.246 0.7 -1.2 -0.9
C 2.535 -4.029 4.689 -2.1 0.1 -0.5
H 4.990 -1.029 1.867 0.4 -0.8 -1.4
H 5.345 -0.449 3.344 -0.1 -0.2 1.0
H 4.695 0.615 2.225 -0.7 0.6 -0.5
H 3.367 -1.933 3.436 -0.2 -0.2 0.1
H 2.533 -1.036 2.128 0.0 -0.5 -0.9
H 2.532 0.870 5.740 0.4 0.1 -0.4
H 4.045 1.004 4.775 -0.6 -0.6 0.0
H 3.531 -0.510 5.603 0.3 -0.4 -0.2
H 1.634 0.985 2.151 -0.1 -0.4 0.4
H 3.022 1.589 2.978 1.6 0.8 -0.6
H 1.312 3.051 3.190 -0.1 0.1 0.2
H 1.745 2.613 4.755 0.5 0.3 1.8
H 0.254 1.968 3.939 -0.5 -0.1 0.7
H 0.508 -0.808 3.596 -0.4 0.2 -0.4
H 0.743 0.047 5.112 -0.3 0.3 0.2
H 0.123 -2.165 5.442 0.3 0.0 0.0
H 1.813 -2.096 5.962 0.2 0.5 1.1
H 1.982 -4.971 4.688 0.1 0.0 0.6
H 3.012 -3.820 5.628 0.0 0.2 0.6
H 3.267 -4.162 3.935 0.9 0.3 -0.8
C -3.041 2.092 -2.793 1.5 -0.1 2.2
C -3.270 2.260 -1.232 0.9 1.2 -1.7
N -4.648 2.504 -0.699 0.0 0.5 0.2
C -4.517 2.812 0.741 -0.2 0.7 1.1
C -5.265 3.684 -1.436 -0.7 -0.9 -1.2
C -4.519 4.985 -1.517 0.3 0.0 -0.1
C -5.486 1.252 -0.917 -0.1 0.3 1.2
C -5.351 0.119 0.069 0.1 -0.4 -0.1
O -3.969 -0.289 0.094 -1.0 -0.2 0.7
C -3.591 -1.583 -0.411 -1.2 -0.5 1.5
H -3.488 2.881 -3.379 -0.1 -0.2 -0.4
H -3.240 1.057 -3.052 -0.7 0.1 -0.5
H -1.911 2.108 -2.883 -1.2 0.4 0.1
H -2.624 3.050 -0.824 -0.3 0.0 -0.3
H -2.966 1.374 -0.787 0.7 -1.5 0.8
H -4.173 1.926 1.267 -0.1 -0.1 0.0
H -5.531 3.120 1.155 1.4 -0.2 -0.5
H -3.696 3.568 0.884 -1.3 -0.5 -0.1
H -6.202 3.939 -0.962 -0.5 -0.6 0.0
H -5.377 3.188 -2.397 -0.7 0.6 -0.3
H -3.700 5.005 -2.242 0.4 -0.3 0.7
H -4.298 5.166 -0.473 0.9 0.8 0.0
H -5.134 5.826 -1.863 -0.4 -0.6 0.3
H -5.144 0.775 -1.767 0.6 -0.1 -2.4
H -6.528 1.479 -0.993 -0.6 0.6 -0.2
H -6.044 -0.674 -0.319 0.7 0.4 0.3
H -5.769 0.442 1.033 0.7 -0.5 0.2
H -3.491 -1.574 -1.463 0.0 0.1 -1.3
H -4.286 -2.426 -0.112 0.5 1.1 -0.2
H -2.629 -1.782 0.032 0.4 -0.1 0.1
O -0.255 0.180 1.189 -1.2 0.2 -0.2
C 0.149 0.421 -0.164 -1.3 -0.4 -0.2
O -0.724 0.747 -0.988 -0.4 0.1 0.6
O 1.335 0.195 -0.375 1.3 -0.1 0.6
H -1.248 0.242 1.252 1.5 0.0 -0.4

[2]
77
Properties=species:S:1:pos:R:3:forces:R:3 method="wB97M-V/def2-TZVPD" e_lumo_ha=0.090 total_charge=-1 de_lowest_kcal_mol=0.0 homo_lumo_gap_ha=0.21349
Zn -0.525 0.256 0.617 -0.1 0.0 0.0
C 4.525 0.764 -1.023 0.0 0.0 0.0
C 3.355 0.538 -1.976 0.0 0.0 0.0
C 3.871 0.320 -3.402 0.0 0.0 0.0
C 2.441 -0.599 -1.562 0.0 0.0 0.0
C 1.174 -0.699 -2.140 0.0 0.0 0.0
C 0.298 -1.711 -1.781 0.0 0.0 0.0
C 0.652 -2.663 -0.823 0.0 0.0 0.0
C -0.338 -3.681 -0.342 0.0 0.0 0.0
C 1.915 -2.567 -0.258 0.0 0.0 0.0
C 2.795 -1.552 -0.618 0.0 0.0 0.0
H 5.055 1.680 -1.293 0.0 0.0 0.0
H 5.243 -0.059 -1.079 0.0 0.0 0.0
H 4.194 0.849 0.013 0.0 0.0 0.0
H 2.741 1.444 -1.987 0.0 0.0 0.0
H 4.481 -0.586 -3.449 0.0 0.0 0.0
H 4.483 1.164 -3.726 0.0 0.0 0.0
H 3.046 0.206 -4.107 0.0 0.0 0.0
H 0.863 0.053 -2.858 0.0 0.0 0.0
H -0.684 -1.760 -2.238 0.0 0.0 0.0
H -0.933 -3.220 0.457 0.0 0.0 0.0
H 0.161 -4.564 0.059 0.0 0.0 0.0
H -1.012 -3.993 -1.142 0.0 0.0 0.0
H 2.209 -3.282 0.504 0.0 0.0 0.0
H 3.756 -1.495 -0.122 0.0 0.0 0.0
O 2.033 0.874 1.582 0.0 0.1 0.1
C 1.689 1.806 0.880 0.1 -0.1 -0.2
N 0.617 1.755 0.027 0.0 -0.1 0.1
S 0.367 3.144 -0.788 0.0 0.0 0.0
O 0.587 2.961 -2.199 0.0 0.0 0.0
O -0.862 3.774 -0.391 0.0 0.0 0.0
C 1.754 3.983 -0.074 0.0 0.0 0.0
C 2.196 5.272 -0.293 0.0 0.0 0.0
C 3.318 5.686 0.414 0.0 0.0 0.0
C 3.962 4.829 1.305 0.0 0.0 0.0
C 3.500 3.537 1.511 0.0 0.0 0.0
C 2.384 3.129 0.805 0.0 0.0 0.1
H 1.688 5.932 -0.984 0.0 0.0 0.0
H 3.696 6.691 0.274 0.0 0.0 0.0
H 4.831 5.182 1.847 0.0 0.0 0.0
H 3.973 2.858 2.209 0.0 0.0 0.0
C -1.564 -0.923 1.619 0.0 0.1 0.0
Ge -1.302 -0.503 3.435 0.0 0.0 0.0
C 0.031 -1.710 4.275 0.0 0.0 0.1
C 1.033 -2.257 3.474 0.0 0.0 0.0
C 2.016 -3.077 4.013 0.0 0.0 0.0
C 2.008 -3.376 5.369 0.0 0.0 0.0
C 1.012 -2.849 6.180 0.0 0.0 0.0
C 0.037 -2.022 5.633 0.0 0.0 0.0
C -0.497 1.292 3.799 0.0 0.0 0.0
C -0.949 2.398 3.077 0.0 0.0 0.0
C -0.340 3.642 3.190 0.0 0.0 0.0
C 0.743 3.805 4.044 0.0 0.0 0.0
C 1.200 2.721 4.783 0.0 0.0 0.0
C 0.585 1.481 4.658 0.0 0.0 0.0
C -2.891 -0.630 4.600 0.0 0.0 0.0
C -3.848 -1.618 4.361 0.0 0.0 0.0
C -4.965 -1.750 5.175 0.0 0.0 0.0
C -5.148 -0.889 6.249 0.0 0.0 0.0
C -4.210 0.103 6.500 0.0 0.0 0.0
C -3.095 0.228 5.679 0.0 0.0 0.0
H -2.608 -1.023 1.317 0.0 0.0 0.0
H 1.030 -2.035 2.412 0.0 0.0 0.0
H 2.792 -3.485 3.373 0.0 0.0 0.0
H 2.771 -4.019 5.792 0.0 0.0 0.0
H 0.994 -3.083 7.239 0.0 0.0 0.0
H -0.739 -1.620 6.279 0.0 0.0 0.0
H -1.776 2.278 2.383 0.0 0.0 0.0
H -0.699 4.473 2.594 0.0 0.0 0.0
H 1.234 4.768 4.126 0.0 0.0 0.0
H 2.052 2.837 5.444 0.0 0.0 0.0
H 0.979 0.638 5.216 0.0 0.0 0.0
H -3.714 -2.290 3.520 0.0 0.0 0.0
H -5.696 -2.524 4.971 0.0 0.0 0.0
H -6.020 -0.989 6.886 0.0 0.0 0.0
H -4.349 0.782 7.333 0.0 0.0 0.0
H -2.372 1.013 5.880 0.0 0.0 0.0

[3]
19
Properties=species:S:1:pos:R:3:forces:R:3 method="wB97M-V/def2-TZVPD" smiles="O=C1C[C@H]2O[C@H]2[C@H]2CN12.O" e_lumo_ha=0.027 de_lowest_kcal_mol=51.7 homo_lumo_gap_ha=0.38732
O -1.095 -1.885 0.969 0.7 1.0 -0.4
C -0.892 -0.744 0.603 -1.6 -1.0 -0.1
C -0.549 0.389 1.551 0.4 0.2 -0.1
C 0.411 1.356 0.895 0.0 0.2 0.2
O 1.347 0.774 -0.016 0.0 -0.2 -0.1
C 0.310 1.589 -0.551 0.0 0.2 -0.1
C -0.794 0.892 -1.287 0.1 0.0 0.0
C -0.605 -0.432 -1.955 0.4 -0.2 0.1
N -1.294 -0.322 -0.688 -0.1 0.3 0.4
H -1.466 0.936 1.821 0.1 -0.2 -0.1
H -0.117 -0.038 2.463 -0.1 0.0 -0.2
H 0.832 2.136 1.533 -0.1 -0.2 -0.2
H 0.646 2.539 -0.972 -0.1 -0.2 0.1
H -1.557 1.569 -1.681 0.2 -0.2 0.1
H -1.222 -0.683 -2.819 0.2 0.0 0.3
H 0.392 -0.877 -1.928 -0.2 0.2 -0.1
O 1.774 -2.717 0.901 -0.5 0.5 -1.4
H 1.377 -2.359 0.055 0.7 -0.6 1.6
H 2.503 -2.122 1.105 0.0 0.0 -0.1

[4]
24
Properties=species:S:1:pos:R:3:forces:R:3 method="wB97M-V/def2-TZVPD" e_lumo_ha="-0.118 / -0.337" multiplicity=2 total_charge=+1 homo_lumo_gap_ha="0.39582 / 0.17141"
C 0.923 1.049 -1.591 1.4 1.1 -1.4
C 1.060 0.727 -0.146 2.4 -1.4 -1.0
C 0.657 1.855 0.782 -4.8 -3.1 1.5
S -1.236 2.283 0.666 1.2 -1.3 0.6
N 0.361 -0.513 0.231 2.3 2.4 0.0
C 1.033 -1.351 1.069 -1.0 -3.7 3.8
N 0.311 -1.879 2.161 1.3 2.8 -4.1
O 2.160 -1.724 0.822 0.4 0.7 -0.7
H 1.542 0.406 -2.272 -0.4 0.7 0.9
H -0.056 0.932 -1.867 -2.7 -0.2 -1.0
H 1.137 2.136 -1.760 0.2 -1.0 0.1
H 2.159 0.465 -0.140 -1.0 0.4 1.3
H 1.168 2.676 0.606 2.6 3.8 -1.0
H 0.720 1.585 1.832 0.4 -0.1 0.0
H -1.280 3.429 0.028 0.5 0.6 -0.5
H -0.618 -0.527 0.240 -2.5 -0.2 -0.5
H -0.588 -1.563 2.368 -1.5 0.3 0.5
H 0.747 -2.560 2.676 1.1 -1.8 1.5
H -2.382 0.053 -1.012 1.3 4.4 -1.9
H -3.085 -0.461 0.339 0.4 0.6 -1.6
O -2.734 -0.633 -0.570 -1.6 -4.8 3.6
H -0.262 -2.208 -2.221 0.3 0.2 0.2
H 0.435 -1.495 -3.510 -1.8 -1.9 1.2
O -0.251 -2.185 -3.176 1.5 1.8 -1.5

[5]
29
Properties=species:S:1:pos:R:3:forces:R:3 method="wB97M-V/def2-TZVPD" smiles="C[C@H]1COC(=O)O1.ClCCCl.ClCCCl" e_lumo_ha=0.011 de_lowest_kcal_mol=0.0 homo_lumo_gap_ha=0.41502
C -1.806 2.848 2.275 -0.7 0.2 -0.7
C -0.880 2.204 1.269 0.9 -0.4 0.1
C -1.434 1.241 0.200 -0.6 0.5 0.4
O -1.195 1.904 -1.030 0.3 0.1 -0.2
C -0.377 2.974 -0.834 0.4 -0.3 -0.1
O 0.151 3.579 -1.709 -0.3 0.1 0.0
O -0.185 3.198 0.481 -0.4 -0.1 -0.1
H -2.163 3.802 1.877 0.2 0.0 0.1
H -1.313 3.005 3.227 0.0 0.1 0.1
H -2.717 2.257 2.398 0.2 -0.2 0.3
H -0.080 1.673 1.786 -0.1 0.0 0.1
H -2.508 1.073 0.279 0.0 0.0 0.1
H -0.909 0.288 0.243 0.1 0.0 -0.2
Cl -1.607 -4.489 -2.115 0.0 0.0 0.1
C -1.401 -3.099 -1.024 -0.5 0.3 -0.1
C -0.611 -3.390 0.224 0.4 0.4 0.2
Cl 0.952 -4.168 -0.112 0.2 -0.1 0.0
H -2.401 -2.762 -0.740 0.1 -0.1 0.1
H -0.964 -2.280 -1.592 0.2 -0.2 -0.1
H -1.130 -3.986 0.966 -0.1 -0.2 -0.2
H -0.351 -2.435 0.686 -0.1 0.0 0.0
Cl 1.908 -0.040 1.048 0.0 0.0 -0.1
C 2.370 0.107 -0.684 -0.2 0.2 -0.1
C 3.378 -0.966 -1.010 0.1 0.1 0.1
Cl 3.733 -0.949 -2.757 0.0 0.1 0.0
H 2.770 1.105 -0.832 0.1 0.0 0.1
H 1.464 0.019 -1.281 0.0 -0.1 0.1
H 3.000 -1.951 -0.760 0.0 -0.1 0.0
H 4.303 -0.761 -0.477 0.0 -0.2 0.0

[6]
64
Properties=species:S:1:pos:R:3:forces:R:3 method="wB97M-V/def2-TZVPD" e_lumo_ha=0.066 total_charge=-1 homo_lumo_gap_ha=0.28671
C 5.846 -0.108 3.029 -1.4 -0.2 -0.7
C 5.096 1.230 2.364 1.6 5.3 1.1
O 5.512 2.491 2.595 -2.9 -8.4 -1.6
O 3.882 0.962 1.525 1.5 2.5 3.1
C 2.946 2.106 1.596 -2.4 4.3 -6.9
O 2.610 2.686 0.411 2.5 -4.6 8.3
C 2.302 2.723 2.985 2.2 -1.4 0.8
S 0.940 3.995 2.696 -1.0 7.1 -0.3
O 0.433 4.514 4.063 1.7 -3.2 -3.4
O 1.653 5.223 2.005 -1.9 -5.0 1.7
N -0.307 3.483 1.587 0.5 -1.4 3.5
S -1.678 2.774 2.405 -5.5 3.1 -1.5
O -2.726 2.434 1.274 4.1 0.2 3.0
O -2.428 3.754 3.368 3.3 -3.6 -2.2
C -1.294 1.096 3.220 -0.3 -1.7 0.1
C -0.834 0.029 2.046 -0.2 -0.2 -0.5
C -0.215 -1.379 2.613 1.0 1.7 -0.2
S -1.294 -2.281 3.852 0.0 0.2 0.1
H 6.191 0.110 4.139 -0.8 -0.2 -2.6
H 6.743 -0.481 2.365 -1.8 1.1 1.3
H 5.019 -0.969 3.014 1.9 1.9 0.1
H 3.190 3.321 3.510 -2.0 -1.1 -1.3
H 1.999 1.883 3.775 0.4 1.7 -2.0
H -2.312 0.659 3.664 2.1 1.4 -1.0
H -0.533 1.190 4.109 -1.3 0.1 -1.8
H -0.021 0.519 1.327 -1.8 -1.0 1.5
H -1.797 -0.255 1.408 2.1 0.9 1.3
H 0.823 -1.130 3.123 -2.0 -0.7 -1.1
H -0.066 -2.122 1.697 -0.3 1.5 2.2
H -1.397 -1.546 5.044 0.6 -0.2 -1.5
C 2.122 -4.271 -2.638 0.1 -0.3 -0.1
C 2.706 -3.086 -1.871 -0.4 0.2 -0.2
C 1.834 -2.629 -0.679 0.1 0.4 -0.1
O 0.671 -1.883 -1.049 0.3 -0.6 0.3
C -0.425 -2.679 -1.477 -0.1 0.5 0.0
N 2.950 -1.983 -2.813 -0.1 0.1 0.3
H 1.298 -3.983 -3.298 0.1 0.1 0.1
H 2.889 -4.729 -3.272 -0.1 0.1 0.1
H 1.756 -5.041 -1.950 0.0 0.1 -0.1
H 3.672 -3.410 -1.465 -0.1 0.1 0.1
H 2.436 -1.948 -0.064 -0.1 0.0 -0.1
H 1.565 -3.471 -0.030 -0.1 -0.1 -0.1
H -0.480 -3.630 -0.938 0.1 0.0 0.0
H -0.362 -2.852 -2.552 -0.1 -0.3 -0.1
H -1.347 -2.121 -1.289 0.2 0.0 0.1
H 3.434 -1.233 -2.319 0.0 -0.1 -0.1
H 2.040 -1.572 -3.043 0.3 -0.2 0.0
C -4.202 1.586 -4.330 -0.1 0.1 -0.2
C -3.317 0.421 -3.891 0.0 0.3 0.4
C -3.893 -0.382 -2.701 0.3 0.1 0.3
O -3.762 0.265 -1.432 -0.3 -0.5 -0.7
C -4.746 1.255 -1.174 0.2 0.2 0.5
N -1.970 0.932 -3.592 -0.1 -0.3 0.2
H -4.129 2.447 -3.660 0.0 -0.2 0.0
H -3.906 1.934 -5.326 0.0 -0.1 0.2
H -5.253 1.281 -4.383 0.1 0.0 0.0
H -3.241 -0.266 -4.743 0.0 -0.1 0.1
H -3.321 -1.314 -2.616 0.0 0.1 0.1
H -4.935 -0.676 -2.880 -0.1 0.1 0.0
H -5.717 0.995 -1.605 0.0 -0.1 -0.2
H -4.409 2.223 -1.547 -0.2 0.1 0.0
H -4.862 1.346 -0.089 0.2 -0.1 -0.2
H -1.355 0.140 -3.399 0.0 0.2 -0.1
H -2.023 1.421 -2.693 0.0 0.0 -0.3

[7]
10
Properties=species:S:1:pos:R:3:forces:R:3 method="wB97M-V/def2-TZVPD" smiles=NCC(F)(Cl)Cl e_lumo_ha=0.028 de_lowest_kcal_mol=2.1 homo_lumo_gap_ha=0.38482
N -1.188 0.767 -0.366 0.2 -0.5 1.9
C 0.174 0.485 -0.005 0.3 0.9 -1.4
C 0.536 -0.958 0.288 -1.6 0.6 2.1
F -0.498 -1.413 1.128 1.3 0.1 -0.4
Cl 2.065 -0.893 1.261 -0.5 -0.5 -0.6
Cl 0.588 -2.035 -1.027 0.3 -0.6 -0.9
H -1.437 1.722 -0.212 -0.1 0.3 0.0
H -1.453 0.441 -1.238 -0.6 -0.5 -2.0
H 0.355 0.960 0.922 0.2 0.7 0.9
H 0.859 0.925 -0.750 0.3 -0.5 0.3

[8]
72
Properties=species:S:1:pos:R:3:forces:R:3 method="wB97M-V/def2-TZVPD" e_lumo_ha=-0.297 total_charge=+2 de_lowest_kcal_mol=0.0 homo_lumo_gap_ha=0.15862
N 1.659 1.196 -8.688 0.0 -0.3 0.3
C 1.681 -0.087 -8.313 -0.4 -0.2 0.1
C 0.940 -0.583 -7.233 0.4 0.0 -0.2
C 0.135 0.302 -6.474 1.1 -0.1 0.7
C 0.105 1.655 -6.915 0.3 0.2 0.2
C 0.898 2.047 -7.995 -0.3 -0.2 0.1
C -0.627 -0.161 -5.329 0.6 0.2 -2.1
Sr -2.586 -0.725 -2.691 0.4 0.5 1.3
P -4.684 -0.034 0.962 -1.7 0.5 1.7
C -1.320 0.724 -4.493 -0.5 0.6 1.0
C -0.661 1.457 -3.418 0.6 1.3 -0.8
C -1.397 2.395 -2.662 0.0 -0.1 -0.5
C -0.853 2.979 -1.542 0.6 0.2 0.5
C 0.465 2.690 -1.120 -0.4 0.0 -0.8
C 1.225 1.790 -1.898 0.0 0.3 -0.1
C 0.688 1.202 -3.031 -0.5 0.0 0.0
Br -1.034 0.196 -0.153 -0.5 -1.2 -0.6
H -0.681 -1.256 -5.186 -0.7 0.1 -1.0
H -2.363 1.011 -4.759 0.2 -0.9 0.6
H 1.040 -1.640 -6.975 -0.2 0.3 0.0
H -0.485 2.419 -6.406 0.0 -0.4 -0.1
H 2.305 -0.757 -8.913 -0.2 0.2 0.3
H 0.925 3.087 -8.338 -0.1 -0.4 0.2
H -2.404 2.684 -2.994 0.3 -0.2 0.2
H 1.281 0.507 -3.630 -0.1 0.1 0.3
H -1.484 3.635 -0.949 0.1 -0.1 -0.2
H 2.244 1.526 -1.594 -0.4 0.1 -0.2
P 1.137 3.376 0.410 -0.6 -0.6 -0.8
C -4.374 -1.066 -0.495 0.3 -0.5 -0.5
C -5.391 -2.220 -0.531 -0.1 -0.1 -0.2
H -3.327 -1.446 -0.415 -0.4 0.2 -0.3
H -4.576 -0.383 -1.360 0.2 -0.3 0.3
H -5.091 -2.995 -1.254 -0.2 0.1 0.2
H -5.491 -2.684 0.466 0.1 0.2 -0.5
H -6.382 -1.836 -0.828 0.4 -0.2 0.2
C -4.521 1.719 0.472 0.4 0.0 -0.4
C -5.246 2.605 1.494 -0.1 0.1 -0.1
H -4.961 1.830 -0.530 0.0 0.1 0.2
H -3.449 1.946 0.398 -0.1 0.3 -0.1
H -5.328 3.632 1.124 0.1 -0.1 0.1
H -6.263 2.237 1.675 0.2 0.1 0.0
H -4.725 2.640 2.458 -0.1 -0.1 -0.2
C -3.329 -0.211 2.186 0.4 -0.5 0.0
C -3.778 -0.861 3.502 0.0 0.1 0.0
H -2.936 0.800 2.366 -0.1 -0.2 0.0
H -2.512 -0.783 1.727 -0.2 0.2 0.3
H -2.964 -0.805 4.236 -0.2 0.0 -0.1
H -4.655 -0.348 3.916 0.2 -0.2 -0.1
H -4.023 -1.922 3.368 0.0 0.3 0.0
C 1.567 1.991 1.469 -0.1 -0.2 -0.1
C 2.130 2.407 2.825 0.2 0.1 0.2
H 2.248 1.382 0.863 0.1 0.0 0.3
H 0.657 1.377 1.576 0.2 0.4 -0.1
H 3.186 2.702 2.778 -0.3 0.0 0.0
H 1.544 3.234 3.246 0.2 -0.2 0.1
H 2.058 1.569 3.520 0.0 0.1 0.0
C -0.179 4.337 1.172 0.0 0.1 0.2
C -0.553 5.619 0.410 -0.1 0.3 0.1
H 0.165 4.571 2.196 -0.3 0.0 -0.4
H -1.037 3.641 1.254 0.4 0.2 0.1
H 0.219 6.389 0.534 -0.2 -0.2 -0.1
H -0.717 5.456 -0.662 0.2 0.1 0.3
H -1.491 6.026 0.809 0.3 -0.1 0.0
C 2.570 4.365 -0.028 0.0 0.7 0.2
C 3.748 3.594 -0.622 0.2 -0.2 -0.2
H 2.863 4.913 0.878 0.0 -0.2 -0.1
H 2.224 5.131 -0.738 0.0 -0.2 0.2
H 3.591 3.392 -1.689 0.0 0.1 0.3
H 4.657 4.202 -0.539 -0.2 -0.3 0.0
H 3.916 2.631 -0.123 0.1 0.3 0.0
O 0.110 -3.310 -1.829 -3.2 2.5 -0.6
C -0.789 -2.621 -2.041 3.6 -2.8 0.7

no.,electronic energy (hartree)
1,-1604.2024
2,-5927.1864
3,-514.4305
4,-893.8561
5,-2379.7341
6,-2627.6521
7,-1153.5979
8,-4431.5579